113
Properties=species:S:1:pos:R:3:forces:R:3:lowdin_charge:R:1 method="wB97M-V/def2-TZVPD" mol_weight_g_mol=1111.5 energy_ha=-7991.91856 fmax_ev_per_a=0.720 e_above_lowest_kj_mol=37.5
Sn 1.061 0.023 0.768 0.0 0.7 -0.3 0.725
C -2.251 3.445 2.448 0.0 0.0 0.0 -0.394
Se -0.987 2.866 1.088 -0.1 0.1 0.0 0.886
C 0.423 4.138 1.518 0.0 0.0 0.0 -0.552
C 1.104 3.923 2.859 0.0 0.0 -0.1 -0.550
Se 2.042 2.229 3.035 0.1 -0.1 0.2 0.811
C 3.446 2.624 1.758 0.0 0.0 0.0 -0.423
H -2.561 4.473 2.271 0.0 0.0 0.0 0.025
H -1.825 3.340 3.443 0.0 0.0 0.0 0.014
H -3.114 2.788 2.370 0.0 0.0 0.0 0.010
H -0.014 5.137 1.473 0.0 0.0 0.0 0.068
H 1.138 4.056 0.698 0.0 0.0 0.0 0.041
H 0.396 3.954 3.685 -0.1 0.0 0.0 0.049
H 1.847 4.703 3.035 0.0 0.0 0.0 0.066
H 3.972 3.530 2.051 0.0 0.0 0.0 0.032
H 3.029 2.729 0.758 0.0 0.0 0.0 -0.025
H 4.128 1.775 1.774 0.0 0.0 0.0 0.000
O -1.268 0.422 -1.109 0.0 0.0 -0.2 -0.178
C -1.815 -0.079 -2.302 0.0 0.0 0.1 -0.198
C -1.372 -1.482 -2.647 0.0 0.0 0.0 -0.246
C -2.082 -2.213 -3.597 -0.1 0.0 0.0 -0.023
C -1.659 -3.487 -3.916 0.0 0.0 -0.1 -0.064
C -0.538 -4.001 -3.278 0.0 0.0 0.1 -0.058
C 0.109 -3.200 -2.356 -0.1 0.1 0.0 -0.123
N -0.287 -1.961 -2.044 -0.3 -0.2 -0.1 0.106
H -1.405 -0.221 -0.389 0.0 0.0 0.1 0.013
H -1.504 0.588 -3.106 0.1 0.2 -0.1 0.111
H -2.911 -0.052 -2.273 0.0 0.0 0.0 0.120
H -2.959 -1.782 -4.067 0.0 0.0 0.0 0.119
H -2.193 -4.075 -4.652 0.0 0.0 0.0 0.109
H -0.176 -4.998 -3.489 0.0 0.0 0.0 0.104
H 0.991 -3.560 -1.838 0.0 -0.1 0.0 0.107
N 2.302 -0.826 -1.832 0.1 0.3 -0.3 0.029
C 3.233 -0.313 -2.759 0.0 -0.1 0.2 -0.308
C 4.176 -1.174 -3.323 0.1 0.0 -0.1 -0.034
C 5.103 -0.712 -4.239 0.0 0.0 0.0 -0.085
C 5.100 0.623 -4.621 0.0 0.0 0.0 -0.090
C 4.182 1.487 -4.046 0.0 0.0 0.0 -0.096
C 3.259 1.051 -3.093 -0.1 0.0 0.0 -0.323
P 2.166 2.220 -2.192 0.0 0.0 0.0 1.098
C 0.781 2.509 -3.355 0.0 0.0 0.0 -0.386
C -0.281 3.299 -2.903 0.0 0.0 0.0 -0.123
C -1.363 3.572 -3.726 0.0 -0.1 0.0 -0.080
C -1.416 3.030 -5.006 0.0 0.0 0.0 -0.093
C -0.384 2.216 -5.451 0.0 0.0 0.0 -0.087
C 0.712 1.961 -4.632 0.0 0.1 0.0 -0.082
C 3.130 3.780 -2.340 0.0 -0.1 0.0 -0.385
C 2.719 4.905 -3.046 0.0 0.1 0.0 -0.083
C 3.493 6.062 -3.049 0.0 -0.1 0.0 -0.083
C 4.691 6.105 -2.354 0.0 0.0 0.0 -0.092
C 5.114 4.985 -1.647 0.0 0.0 0.0 -0.082
C 4.336 3.839 -1.634 0.0 0.0 0.0 -0.120
H 2.424 -1.820 -1.686 0.0 0.1 0.0 0.058
H 1.330 -0.661 -2.078 0.1 0.0 0.0 0.030
H 4.168 -2.221 -3.041 0.0 0.0 0.0 0.111
H 5.825 -1.399 -4.662 0.0 0.0 0.0 0.103
H 5.812 0.990 -5.349 0.0 0.0 0.0 0.100
H 4.199 2.535 -4.319 0.0 0.0 0.0 0.108
H -0.265 3.695 -1.893 0.0 0.0 0.0 0.081
H -2.174 4.191 -3.361 0.0 0.0 0.0 0.106
H -2.265 3.232 -5.648 0.0 0.0 0.0 0.101
H -0.424 1.784 -6.444 0.0 0.0 0.0 0.102
H 1.522 1.342 -4.998 0.0 0.0 0.0 0.100
H 1.793 4.886 -3.609 0.0 0.0 0.0 0.098
H 3.160 6.926 -3.610 0.0 0.0 0.0 0.102
H 5.293 7.005 -2.360 0.0 0.0 0.0 0.101
H 6.050 5.006 -1.102 0.0 0.0 0.0 0.103
H 4.678 2.966 -1.089 0.0 0.0 0.0 0.104
I 3.155 -1.427 1.940 0.2 -0.3 0.2 0.121
C 1.119 -4.415 3.993 0.1 0.0 0.0 -0.034
C -0.037 -4.271 3.017 0.0 0.0 0.0 -0.638
C -1.185 -5.198 3.403 0.0 0.0 0.0 -0.021
C 0.429 -4.552 1.593 0.0 0.1 -0.1 -0.035
O -0.481 -2.912 3.135 -0.1 0.1 -0.2 -0.109
Si -1.458 -1.984 2.206 0.0 0.0 0.3 0.025
O -0.624 -0.993 1.244 0.0 -0.3 -0.1 -0.495
O -2.399 -1.070 3.197 -0.1 -0.2 0.1 -0.103
C -2.091 -0.431 4.441 0.1 0.1 -0.1 -0.628
C -0.778 0.339 4.304 0.0 0.0 0.0 -0.049
C -3.245 0.525 4.700 -0.1 0.1 0.0 -0.022
C -2.004 -1.467 5.555 0.0 -0.1 0.0 -0.019
O -2.446 -2.952 1.322 0.1 0.1 0.1 -0.099
C -3.835 -2.863 0.989 0.1 0.0 -0.1 -0.634
C -4.687 -3.154 2.220 0.1 0.0 0.0 -0.019
C -4.061 -3.928 -0.073 0.0 0.0 -0.1 -0.024
C -4.145 -1.480 0.422 0.0 0.0 0.0 -0.011
H 1.503 -5.438 3.982 0.0 0.0 0.0 0.089
H 0.783 -4.180 5.005 0.0 0.0 0.0 0.085
H 1.924 -3.731 3.725 0.0 0.0 0.0 0.031
H -0.866 -6.241 3.351 0.0 0.0 0.0 0.088
H -2.029 -5.054 2.726 0.0 0.0 0.0 0.069
H -1.513 -4.984 4.423 0.0 0.0 0.0 0.090
H 0.818 -5.571 1.521 0.0 0.0 0.0 0.091
H 1.225 -3.854 1.318 -0.1 -0.1 0.0 0.038
H -0.403 -4.444 0.893 0.0 0.0 0.0 0.076
H -0.844 1.049 3.473 0.0 -0.1 0.1 0.036
H 0.053 -0.346 4.107 0.0 0.0 0.0 0.080
H -0.557 0.887 5.223 0.0 0.0 0.0 0.097
H -3.338 1.232 3.873 0.0 -0.1 0.1 0.061
H -3.084 1.082 5.625 0.0 0.0 0.0 0.091
H -4.181 -0.030 4.784 0.0 0.0 0.0 0.088
H -1.190 -2.167 5.365 0.0 0.0 0.0 0.073
H -2.939 -2.028 5.618 0.0 0.0 0.0 0.091
H -1.829 -0.972 6.513 0.0 0.0 0.0 0.089
H -4.440 -4.139 2.623 0.0 0.0 0.0 0.086
H -5.746 -3.144 1.954 0.0 0.0 0.0 0.088
H -4.510 -2.406 2.993 0.0 0.0 0.0 0.075
H -3.814 -4.913 0.327 0.0 0.0 0.0 0.088
H -3.422 -3.735 -0.938 0.0 0.0 0.0 0.077
H -5.104 -3.933 -0.398 0.0 0.0 0.0 0.088
H -3.908 -0.702 1.152 0.0 0.0 0.0 0.085
H -5.204 -1.403 0.165 0.0 0.0 0.0 0.093
H -3.557 -1.310 -0.484 0.0 0.0 0.1 0.068